No. 1
# C13H12F5NOS3W

A molecular structure, C13H12F5NOS3W (ωB97M-V/def2-TZVPD, the Open Molecules 2025 dataset).

Computed properties:
Gap between HOMO and LUMO (alpha / beta)   6.88 / 7.35 eV
ΔE to the lowest compared entry with this formula, charge and spin   0.00 kJ/mol
DFT total energy   -65114.6798 eV
Charge   +2
Multiplicity   3

Each line ends with the Mulliken charge.
Atoms and positions in Å:
W1 0.03563 0.71019 0.54415  0.778
S1 -1.11919 -1.49890 0.08031  0.036
S2 1.63541 -0.00306 -1.12224  -0.045
S3 1.44991 -0.89097 2.02376  0.059
F1 -4.15724 3.25017 1.18360  -0.229
F2 -3.36333 2.72844 -3.42517  -0.230
F3 -4.81044 3.72706 -1.40451  -0.230
F4 -1.17920 1.19436 -2.91087  -0.321
F5 -1.87064 1.63716 1.67730  -0.394
O1 2.37997 3.97892 2.03429  -0.313
N1 1.07686 2.17945 1.20913  -0.640
C1 -3.43271 2.75360 0.20628  -0.187
C2 1.24683 -1.75701 -1.48159  -0.493
C3 -1.51512 1.45166 -0.59512  0.288
C4 0.80807 -2.59093 1.83524  -0.603
C5 -2.32592 1.97351 0.40577  0.478
C6 1.74830 3.10786 1.63587  0.753
C7 -0.24238 -2.04345 -1.42237  -0.792
C8 -1.88931 1.70528 -1.90744  0.260
C9 -3.00365 2.47413 -2.18678  -0.011
C10 -0.64960 -2.62562 1.41914  -0.759
C11 3.15471 -0.12444 -0.13224  -0.697
C12 3.05230 -0.97087 1.13564  -0.662
C13 -3.76312 2.99632 -1.13216  0.666
H1 1.44338 -3.11391 1.12536  0.380
H2 -1.30930 -2.32962 2.23644  0.401
H3 3.80964 -0.63663 1.84389  0.448
H4 -0.43214 -3.11062 -1.54469  0.562
H5 1.61431 -1.94678 -2.49050  0.541
H6 0.92007 -3.07679 2.80434  0.504
H7 3.39641 0.91321 0.09287  0.387
H8 3.24269 -2.02415 0.93974  0.465
H9 3.94079 -0.50849 -0.78392  0.509
H10 -0.93907 -3.63446 1.12148  0.505
H11 1.81884 -2.37223 -0.79285  0.250
H12 -0.77178 -1.52237 -2.22214  0.334

***

No. 2
# C26H26BN12STeW

A molecular structure, C26H26BN12STeW (ωB97M-V/def2-TZVPD, the Open Molecules 2025 dataset).

Computed properties:
Gap between HOMO and LUMO (alpha / beta)   4.75 / 5.09 eV
ΔE to the lowest compared entry with this formula, charge and spin   97.68 kJ/mol
DFT total energy   -65884.7858 eV
Charge   +2
Multiplicity   2

Each line ends with the Mulliken charge.
Atoms and positions in Å:
W1 -0.64557 0.38998 -0.81306  -0.145
Te1 -1.21677 -2.02258 0.54770  0.321
S1 -2.56158 1.25003 -2.10940  -0.440
N1 -4.39725 -0.36941 -3.14079  -0.396
N2 0.91063 0.52016 0.74400  0.567
N3 0.07490 4.64347 3.03299  -1.022
N4 0.84900 1.41349 1.75728  0.293
N5 -1.65920 1.69792 1.85033  0.275
N6 1.09085 -0.00233 -1.98356  0.038
N7 -1.13841 -1.08577 -2.28032  1.061
N8 -0.24185 3.23070 0.46579  0.457
N9 -0.26698 2.50652 -0.69460  0.392
N10 -0.15149 3.30091 3.05698  0.417
N11 -2.00863 0.89468 0.81458  0.044
N12 -2.39757 -1.37261 -2.71474  -1.485
C1 1.13791 -1.28255 -2.43655  0.544
C2 0.19817 4.99674 4.29726  -0.325
C3 -0.15586 2.83159 4.34349  -0.456
C4 2.32983 -1.87128 -2.80280  -0.449
C5 2.20408 0.74475 -2.02731  -0.080
C6 -0.24736 3.39214 -1.70952  -0.319
C7 -2.69763 1.81938 2.68758  -0.028
C8 -0.61805 -4.88360 0.10012  -0.697
C9 -0.18015 -1.87903 -2.64136  1.104
C10 -3.74969 1.05929 2.20846  -1.482
C11 3.40901 0.24113 -2.47207  -0.822
C12 -0.20192 4.67925 -1.21823  -1.479
C13 1.97755 1.35893 2.47485  0.028
C14 0.04264 -3.66958 0.29130  0.373
C15 -3.27554 0.50738 1.03158  -0.033
C16 -0.20403 4.53409 0.16103  0.110
C17 2.80601 0.39663 1.92458  -1.847
C18 -0.40391 -3.16858 -3.34552  -1.709
C19 1.50438 -6.01374 0.15740  -0.598
C20 2.15440 -4.80277 0.36009  -0.749
C21 0.12271 -6.05447 0.02429  -0.602
C22 2.09854 -0.08951 0.83836  -0.352
C23 1.42771 -3.62239 0.42442  -0.032
C24 -3.14521 -0.29281 -2.69137  0.639
C25 0.06151 3.89352 5.17123  -0.960
C26 3.48345 -1.09762 -2.82380  -0.712
B1 -0.30281 2.46745 1.82439  0.517
H1 -1.40738 -3.53316 -3.15038  0.409
H2 2.07655 -6.93236 0.11777  0.422
H3 0.38136 6.03136 4.54793  0.475
H4 1.93637 -2.69470 0.61324  0.507
H5 2.39513 -0.83224 0.11898  0.646
H6 3.23033 -4.77765 0.47969  0.451
H7 2.12831 2.01400 3.31909  0.473
H8 -0.17640 5.59791 -1.78045  0.483
H9 -0.38462 -6.99925 -0.12298  0.435
H10 3.78790 0.10473 2.25797  0.516
H11 -0.31098 1.78488 4.56523  0.589
H12 -4.72761 0.93988 2.64465  0.460
H13 -1.69751 -4.91829 0.00934  0.425
H14 -0.16022 5.25946 0.95731  0.555
H15 0.32923 -3.90891 -3.02186  0.479
H16 2.34395 -2.91110 -3.10259  0.466
H17 -4.72209 -1.22360 -3.56561  0.245
H18 -3.79042 -0.11937 0.32144  0.527
H19 2.11196 1.76194 -1.67515  0.375
H20 -2.63450 2.45489 3.55736  0.512
H21 4.42741 -1.53170 -3.12725  0.515
H22 0.11327 3.88949 6.24745  0.480
H23 -0.27330 3.05135 -2.73177  0.580
H24 -0.30180 -3.04012 -4.42741  0.318
H25 4.27500 0.88688 -2.52203  0.482
H26 -4.96575 0.45618 -3.21507  0.213

***

No. 3
# C19H55FO9S8Tl

A molecular structure, C19H55FO9S8Tl (ωB97M-V/def2-TZVPD, the Open Molecules 2025 dataset).

Computed properties:
Gap between HOMO and LUMO   1.47 eV
ΔE to the lowest compared entry with this formula, charge and spin   781.92 kJ/mol
DFT total energy   -133089.9283 eV
Charge   +1

Each line ends with the Mulliken charge.
Atoms and positions in Å:
Tl1 0.10707 0.21719 -0.21206  0.998
S1 4.30369 5.32805 -0.76067  0.471
S2 -1.53937 2.41672 -6.15208  0.466
S3 -2.99143 5.68270 -1.39709  0.477
S4 2.51836 -5.49137 0.19052  0.508
S5 5.52470 -0.89042 3.26049  0.488
S6 -6.57873 -0.75431 -1.55774  0.475
S7 1.31083 4.16065 5.25781  0.468
S8 -2.21824 -4.40672 -3.84556  0.487
F1 3.19294 0.40314 -3.42803  -0.485
O1 -2.92676 4.47241 -0.47288  -0.583
O2 -1.53133 -2.25588 4.21570  -0.263
O3 -1.31315 1.71213 -4.85061  -0.528
O4 2.63683 -4.00580 0.46817  -0.568
O5 -1.59973 -3.81806 -2.59544  -0.572
O6 3.17988 4.30013 -0.75502  -0.553
O7 4.41764 -0.34367 2.43789  -0.505
O8 0.99396 3.11943 4.17700  -0.592
O9 -5.13183 -0.84957 -1.11544  -0.577
C1 5.86311 4.37071 -1.13226  -0.909
C2 -1.64176 1.35681 -7.61804  -0.914
C3 4.87048 -2.22050 4.39423  -0.797
C4 -1.54127 -2.82972 6.52530  -1.186
C5 6.64213 -1.88773 2.10865  -0.811
C6 1.19184 -6.14040 1.32841  -0.880
C7 0.01763 3.36782 -6.57724  -0.908
C8 3.92037 -6.30065 1.02005  -0.862
C9 -3.70807 -2.41786 5.15994  -1.200
C10 -6.53400 -0.81208 -3.42430  -0.887
C11 -2.29396 -2.95879 5.19148  0.652
C12 -4.71672 5.85737 -2.02872  -0.886
C13 3.14058 4.20838 5.37182  -0.888
C14 -1.99359 -6.21254 -3.73219  -0.973
C15 4.33760 6.27503 -2.29981  -0.917
C16 0.99865 3.23876 6.81425  -0.848
C17 -7.29303 -2.37503 -1.16578  -0.851
C18 -0.86124 -4.39595 -5.10574  -0.989
C19 -2.70397 7.30028 -0.50419  -0.921
H1 0.09986 -4.74432 -4.72755  0.319
H2 6.65403 5.11997 -1.09851  0.364
H3 7.10712 -1.32083 1.30211  0.331
H4 -1.45426 -1.80757 6.89373  0.320
H5 4.15769 -2.89322 3.91731  0.232
H6 0.79963 2.18188 6.63683  0.278
H7 3.58622 4.33885 4.38569  0.300
H8 5.95908 3.77217 -0.22638  0.284
H9 -0.70007 0.83717 -7.79499  0.308
H10 1.85044 3.29814 7.49177  0.296
H11 0.10349 4.28965 -6.00196  0.289
H12 -2.59337 -6.70564 -4.49718  0.368
H13 -6.99140 -2.61886 -0.14714  0.298
H14 5.70883 -2.82938 4.73264  0.343
H15 3.51195 4.94820 6.08094  0.381
H16 3.46094 3.30050 5.88291  0.282
H17 -2.30652 0.52450 -7.38684  0.310
H18 -5.10623 4.91377 -2.41084  0.321
H19 -6.76401 -3.04897 -1.83961  0.233
H20 -1.09262 -4.94273 -6.01985  0.365
H21 4.19553 -5.75883 1.92492  0.229
H22 -6.24351 -1.80967 -3.75370  0.265
H23 -8.34891 -2.58457 -1.33701  0.367
H24 4.84104 -6.29186 0.43663  0.313
H25 -1.69235 7.35509 -0.10207  0.307
H26 -0.55399 -3.37341 -5.32512  0.338
H27 -4.38961 -2.71953 5.95532  0.348
H28 3.65370 -7.32942 1.26219  0.330
H29 -5.98967 -0.00669 -3.91740  0.313
H30 -4.87650 6.72968 -2.66247  0.339
H31 4.43205 -1.70549 5.24901  0.290
H32 1.37582 -5.71988 2.31705  0.269
H33 -2.43205 -6.40232 -2.75248  0.318
H34 0.14415 3.66150 7.34268  0.323
H35 -2.85520 8.18586 -1.12142  0.344
H36 5.86261 3.70679 -1.99673  0.331
H37 0.25911 -5.74547 0.92574  0.290
H38 3.35884 6.72409 -2.46855  0.317
H39 -1.03051 -6.72291 -3.72243  0.333
H40 4.42704 5.63796 -3.17972  0.309
H41 -7.59818 -0.82794 -3.65963  0.365
H42 -0.64076 -3.44156 6.47228  0.313
H43 0.04719 3.55028 -7.65145  0.347
H44 7.42052 -2.45388 2.62023  0.337
H45 -2.12420 -3.24820 7.34576  0.372
H46 0.84684 2.66184 -6.53125  0.344
H47 -2.33587 -3.97986 4.81229  0.217
H48 -3.25714 7.48181 0.41729  0.331
H49 -5.23818 5.97298 -1.07856  0.292
H50 -3.67745 -1.33141 5.24243  0.354
H51 5.89272 -2.46806 1.57041  0.194
H52 1.29739 -7.21485 1.47848  0.367
H53 5.13639 7.01463 -2.24498  0.347
H54 -4.16272 -2.65163 4.19727  0.320
H55 -1.78507 2.07101 -8.42889  0.361

***

No. 4
# C32H35BrCl2N7O4S3Ta

A molecular structure, C32H35BrCl2N7O4S3Ta (ωB97M-V/def2-TZVPD, the Open Molecules 2025 dataset).

Computed properties:
Gap between HOMO and LUMO   6.78 eV
ΔE to the lowest compared entry with this formula, charge and spin   22.44 kJ/mol
DFT total energy   -181507.4690 eV
Charge   +2

Each line ends with the Mulliken charge.
Atoms and positions in Å:
Ta1 0.54097 -0.12860 -0.76712  -0.849
Br1 1.71945 0.07165 -4.12641  -0.014
Cl1 2.83401 3.62355 5.64932  -0.207
Cl2 -0.37174 3.48288 1.28773  -0.137
S1 -1.81478 0.81065 0.14795  -0.137
S2 -0.99721 -1.64535 -2.38859  -0.499
S3 1.69985 -2.30608 -1.54858  -0.473
O1 2.03753 2.78555 -0.79335  -0.607
O2 -1.54759 1.22416 -2.97480  -0.657
O3 1.03812 0.76895 0.76899  1.687
O4 0.05560 -4.10606 -2.50154  -0.261
N1 2.79235 0.19619 -1.50788  -0.036
N2 -4.37463 0.45123 0.43206  -0.262
N3 -0.12031 -1.62847 0.77810  0.010
N4 -2.16149 -2.55849 1.59541  0.430
N5 2.78786 -0.47580 2.40003  -0.366
N6 -3.64338 0.20948 -1.75999  0.169
N7 0.29802 1.67375 -1.82619  1.491
C1 -2.83901 -2.65917 0.32154  0.829
C2 -0.63215 5.64437 -4.11485  -0.414
C3 5.14372 0.28092 -1.03232  -0.992
C4 -0.49015 3.45114 -3.13186  -0.025
C5 -1.15585 4.31509 -4.03655  -0.581
C6 3.83390 0.22994 -0.64344  -0.580
C7 5.40881 0.37333 -2.42915  -0.477
C8 3.91809 -0.51137 4.50113  -0.853
C9 0.39159 6.06321 -3.28248  -0.690
C10 3.46810 0.76382 4.81162  -0.669
C11 1.06983 2.79876 -1.54907  -0.332
C12 3.10882 0.28769 -2.81000  0.516
C13 0.59015 3.91938 -2.39300  0.625
C14 -3.09892 -2.88471 2.72515  -0.778
C15 -0.66184 2.01219 -2.74702  0.011
C16 -0.91067 -2.07918 1.76060  0.902
C17 2.72609 1.52121 3.90219  -0.146
C18 1.08562 5.16676 -2.52147  -0.387
C19 1.38214 1.46731 1.82576  -0.560
C20 2.33785 0.79325 2.68205  1.206
C21 -0.35662 -2.16320 3.15920  -1.282
C22 -3.86334 -1.70696 3.31281  -0.856
C23 1.27940 3.39236 3.38070  -0.437
C24 4.36802 0.38339 -3.31184  -0.741
C25 -3.37141 0.50448 -0.46784  0.270
C26 -2.95477 -4.08271 -0.13967  -1.422
C27 0.23066 -2.88010 -2.14076  1.195
C28 0.84216 2.67090 2.24750  0.664
C29 1.15400 -5.02080 -2.63238  -0.693
C30 3.50384 -1.10961 3.27425  -0.459
C31 -4.82565 -0.32789 -2.36833  -1.071
C32 2.21909 2.85254 4.20137  0.109
H1 -2.03925 -4.59529 -0.35954  0.308
H2 1.22189 -5.37243 -3.62047  0.254
H3 -1.16393 6.38095 -4.74554  0.382
H4 -1.98717 4.01372 -4.69124  0.467
H5 -5.12548 0.32686 -3.14364  0.400
H6 -4.15600 0.32761 1.36896  0.163
H7 2.06361 -4.48579 -2.29589  0.460
H8 4.59034 0.39527 -4.38749  0.440
H9 -2.49097 -3.26595 3.56154  0.387
H10 6.45133 0.22603 -2.75935  0.398
H11 0.80770 -1.75869 1.24160  -0.006
H12 0.77642 -5.80304 -1.91828  0.273
H13 -4.53774 -1.31203 -2.85782  0.251
H14 -3.74937 -3.66977 2.37651  0.430
H15 -0.41238 -3.12737 3.67721  0.519
H16 0.72776 -1.86015 3.07376  -0.006
H17 0.70948 7.12631 -3.55368  0.320
H18 5.87789 0.41179 -0.25520  0.523
H19 1.91900 5.41603 -1.95568  0.644
H20 -2.89902 0.41374 -2.41988  0.253
H21 -3.77724 -2.11891 0.40297  0.308
H22 -4.39895 -1.14190 2.59741  0.064
H23 3.85261 1.25309 5.70515  0.396
H24 -2.21840 -2.12400 -0.35903  -1.068
H25 -3.69197 -4.03423 -0.98726  0.349
H26 -3.31392 -4.75232 0.61784  0.474
H27 -4.57200 -1.98494 4.09367  0.422
H28 3.83616 -2.11161 3.06578  0.519
H29 4.55462 -1.05653 5.23269  0.400
H30 0.85317 4.39505 3.66558  0.427
H31 -0.84006 -1.43655 3.79050  0.221
H32 3.52464 0.20508 0.35305  0.623
H33 -5.66268 -0.50283 -1.70876  0.410
H34 -5.27693 0.73589 0.22847  0.192
H35 -3.12727 -1.02868 3.74708  0.240